{"formula": "C2H4ClNO3", "method": "the ωB97M-V functional and the def2-TZVPD basis", "s2": 2.01, "spin_multiplicity": 3, "energy_ev": -22287.2536, "max_force_ev_per_a": 8.05, "elements": ["H", "O", "O", "O", "H", "C", "Cl", "H", "H", "C", "N"], "xyz": [[2.359, -0.889, 1.338], [0.752, 1.719, 1.064], [0.811, 1.276, -1.186], [2.265, 2.620, -0.264], [-0.034, 1.142, 1.040], [-0.594, 0.162, -0.952], [1.885, -1.453, 0.296], [-0.596, -0.240, -1.951], [-1.973, -0.512, 0.196], [1.314, 1.908, -0.130], [-1.181, 0.116, 0.112]], "atomic_forces_ev_per_a": [[0.0, 0.1, 0.1], [0.9, 0.6, -0.3], [5.9, 5.4, 0.4], [1.5, 1.1, -0.9], [-0.2, -0.2, -0.3], [-3.4, -3.6, 0.3], [0.1, -0.2, 0.0], [-0.6, -0.3, -0.3], [-1.0, -0.2, 0.4], [-2.9, -2.4, 0.5], [-0.5, -0.3, 0.2]], "nbo_charge": [0.274, -0.702, -0.371, -0.417, 0.523, 0.174, -0.269, 0.193, 0.355, 0.942, -0.700]}

=====

{"formula": "C2H4F2O4", "method": "the ωB97M-V functional and the def2-TZVPD basis", "energy_ev": -15753.0398, "max_force_ev_per_a": 2.41, "smiles": "CO[C@@H](OF)OOF", "elements": ["H", "F", "O", "O", "H", "O", "H", "C", "H", "F", "O", "C"], "xyz": [[1.848, 1.270, 0.439], [-2.857, 1.303, -0.334], [-1.024, 0.373, 0.787], [-0.493, -1.667, 0.273], [-1.085, -0.182, -1.177], [0.781, -0.160, -0.696], [2.715, 0.455, -0.661], [1.908, 0.198, 0.119], [2.003, -0.479, 0.999], [-1.720, -2.290, 0.137], [-1.611, 1.560, 0.390], [-0.464, -0.383, -0.275]], "atomic_forces_ev_per_a": [[-0.8, -0.9, 0.5], [0.7, -0.4, 0.6], [-0.8, 0.9, 0.6], [1.7, -0.7, 0.1], [-0.1, -0.8, 0.7], [1.2, 0.7, -0.1], [-0.6, -1.9, 1.4], [0.3, 2.1, -0.6], [0.7, 0.4, -1.0], [-1.0, 0.3, -0.2], [0.4, 0.0, -0.5], [-1.8, 0.4, -1.4]], "nbo_charge": [0.187, -0.172, -0.228, -0.146, 0.184, -0.512, 0.225, -0.292, 0.210, -0.115, 0.100, 0.559]}

=====

{"formula": "C2H4F2S", "method": "the ωB97M-V functional and the def2-TZVPD basis", "energy_ev": -18407.0980, "max_force_ev_per_a": 16.59, "smiles": "CC(F)=S.F", "elements": ["F", "C", "H", "S", "H", "H", "H", "C", "F"], "xyz": [[-0.509, -0.207, -1.422], [-0.084, 0.533, -0.346], [1.777, 0.935, 0.649], [-1.235, 1.314, 0.597], [1.839, -0.181, -0.743], [-2.057, -0.578, 0.090], [0.986, -0.658, 0.816], [1.295, 0.174, 0.097], [-2.013, -1.332, 0.263]], "atomic_forces_ev_per_a": [[1.0, 1.3, 0.9], [-2.3, 0.2, 1.3], [0.4, 0.8, 0.5], [2.1, -0.2, -1.8], [0.8, -0.5, -0.5], [-1.2, 15.2, -3.5], [1.0, 0.7, -0.9], [-2.2, -1.3, 0.3], [0.5, -16.2, 3.7]], "nbo_charge": [-0.331, 0.361, 0.253, -0.065, 0.238, 0.517, 0.275, -0.718, -0.532]}

=====

{"formula": "C2H4F2S2", "method": "the ωB97M-V functional and the def2-TZVPD basis", "s2": 2.01, "spin_multiplicity": 3, "energy_ev": -29240.7209, "max_force_ev_per_a": 2.85, "elements": ["H", "S", "H", "F", "F", "H", "C", "C", "H", "S"], "xyz": [[1.328, 1.097, 0.231], [1.054, -1.137, -0.633], [2.774, 0.503, -0.625], [-2.330, 0.925, 0.814], [-1.691, 0.524, -1.225], [2.433, -0.054, 1.035], [1.997, 0.253, 0.089], [-2.159, -0.010, -0.105], [-3.014, -0.662, -0.248], [-0.391, -1.437, 0.667]], "atomic_forces_ev_per_a": [[0.0, 0.0, 0.0], [-0.1, 0.3, 0.7], [0.1, 0.1, -0.1], [-0.1, 0.3, 0.4], [0.1, 0.2, -0.4], [0.0, 0.0, 0.0], [-0.2, -0.4, -0.3], [-2.0, 1.2, -0.8], [-0.2, -0.1, 0.0], [2.3, -1.5, 0.5]], "nbo_charge": [0.236, 0.314, 0.226, -0.335, -0.344, 0.235, -0.761, 0.524, 0.118, -0.214]}

=====

{"formula": "C2H4F3N2", "method": "the ωB97M-V functional and the def2-TZVPD basis", "total_charge": 1, "s2": 2.01, "spin_multiplicity": 3, "energy_ev": -13259.4738, "max_force_ev_per_a": 3.79, "elements": ["N", "F", "H", "N", "C", "H", "H", "F", "C", "H", "F"], "xyz": [[1.185, 1.093, -0.311], [-2.377, -0.195, 1.292], [2.144, -1.166, 0.245], [1.158, -1.104, 0.323], [-1.973, 0.102, 0.097], [2.141, 0.918, -0.665], [0.670, -2.016, 0.667], [-2.195, 1.289, -0.320], [0.546, 0.011, 0.038], [0.813, 1.938, -0.606], [-2.112, -0.870, -0.760]], "atomic_forces_ev_per_a": [[1.3, -2.3, -0.2], [-1.1, 0.0, 0.7], [1.2, -0.1, 0.0], [-3.1, -2.0, 0.8], [1.6, -1.1, 0.9], [-0.5, 0.4, 0.3], [0.9, 2.4, -1.0], [-1.2, 1.5, -0.7], [3.1, -0.3, 0.4], [-1.3, 1.8, -0.4], [-0.8, -0.3, -0.8]], "nbo_charge": [-0.776, -0.290, 0.428, -0.794, 0.903, 0.426, 0.478, -0.285, 0.759, 0.450, -0.298]}

=====

{"formula": "C2H4F3P", "method": "the ωB97M-V functional and the def2-TZVPD basis", "energy_ev": -19576.9865, "max_force_ev_per_a": 4.80, "elements": ["C", "F", "H", "P", "H", "F", "H", "H", "C", "F"], "xyz": [[-2.148, 0.356, 0.405], [-2.837, 1.128, 1.199], [-0.033, 0.566, -1.529], [0.667, -0.295, -0.748], [0.366, 1.670, 0.613], [-2.386, -0.898, 0.743], [-0.142, -1.476, -1.007], [0.116, 0.142, 1.689], [0.110, 0.600, 0.698], [-2.400, 0.720, -0.867]], "atomic_forces_ev_per_a": [[4.5, 1.5, 0.5], [-0.7, 0.6, 0.5], [-0.5, 0.5, -1.2], [1.5, -1.0, -0.2], [-0.3, -0.6, 0.3], [-0.4, -0.2, -1.0], [0.0, 0.8, 0.7], [0.3, 0.3, -0.3], [-4.2, -0.8, 0.0], [-0.3, -1.2, 0.7]], "nbo_charge": [0.985, -0.325, -0.020, 0.312, 0.234, -0.325, -0.003, 0.227, -0.750, -0.335]}

=====

{"formula": "C2H4F3P", "method": "the ωB97M-V functional and the def2-TZVPD basis", "energy_ev": -19576.9045, "max_force_ev_per_a": 8.58, "smiles": "[H]/P=C/F.FCF", "elements": ["F", "H", "C", "C", "F", "F", "P", "H", "H", "H"], "xyz": [[1.369, -1.920, 0.714], [2.166, 1.108, -0.561], [2.108, -0.956, 0.202], [-1.821, 0.535, -0.049], [-1.652, -0.745, -0.592], [-2.783, 0.416, 0.865], [1.537, 0.618, 0.613], [-2.304, 1.237, -0.768], [-1.093, 0.976, 0.374], [2.473, -1.268, -0.798]], "atomic_forces_ev_per_a": [[0.4, -1.6, 1.1], [0.3, 0.4, 0.3], [-2.5, 2.2, -1.6], [-6.9, -2.5, -4.5], [0.6, 1.8, 0.5], [-1.0, -0.5, 1.6], [1.5, -1.1, -0.7], [0.8, -0.8, -0.5], [6.2, 2.1, 2.8], [0.6, 0.2, 0.9]], "nbo_charge": [-0.335, -0.035, -0.083, 0.456, -0.352, -0.344, 0.264, 0.116, 0.125, 0.188]}

=====

{"formula": "C2H4F6LiNO6S2", "method": "the ωB97M-V functional and the def2-TZVPD basis", "energy_ev": -54094.0563, "max_force_ev_per_a": 9.43, "elements": ["N", "Li", "F", "F", "O", "H", "O", "H", "H", "O", "F", "O", "F", "O", "C", "O", "S", "C", "S", "F", "H", "F"], "xyz": [[-0.257, 0.033, -0.057], [1.622, -0.004, -0.509], [-1.669, 3.423, -1.514], [0.478, 2.832, -1.195], [-2.194, -1.868, -0.325], [1.272, -1.290, -2.525], [3.124, 0.049, 0.809], [2.752, -1.086, -2.771], [3.026, 0.381, 1.702], [0.113, -2.473, 0.308], [-0.330, -1.244, 3.019], [2.050, -0.871, -2.156], [-2.144, -0.199, 2.553], [-1.489, 0.435, -2.207], [-0.793, 2.662, -0.759], [-2.647, 0.797, -0.126], [-0.956, -1.488, 0.351], [-1.489, -1.300, 2.287], [-1.368, 0.756, -0.758], [-2.268, -2.397, 2.631], [4.006, -0.324, 0.788], [-0.840, 3.176, 0.455]], "atomic_forces_ev_per_a": [[1.4, -3.7, 2.7], [0.5, -0.2, 0.1], [1.5, -1.5, 0.6], [-0.6, -0.3, -0.3], [2.0, 1.1, 1.0], [-0.5, -0.1, -0.1], [-0.3, 0.1, -0.3], [0.3, 0.1, 0.0], [-0.2, 0.1, 0.3], [-0.4, 1.5, 0.4], [-1.2, -0.7, -0.7], [0.1, 0.1, 0.2], [-0.2, -0.2, -0.3], [1.3, 0.6, 2.4], [-1.0, -0.1, -0.5], [0.2, 0.4, 1.2], [-0.8, -2.2, 0.8], [0.6, -0.9, -0.3], [-4.6, 4.5, -6.9], [1.8, 1.9, -0.6], [0.2, -0.2, -0.2], [0.0, -0.2, 0.6]], "nbo_charge": [-1.289, 0.914, -0.319, -0.338, -0.850, 0.510, -0.977, 0.501, 0.501, -0.917, -0.330, -0.988, -0.284, -0.940, 0.754, -0.913, 2.096, 0.802, 2.196, -0.312, 0.499, -0.315]}